Computed, not measured: a structure of composition C25H20Br2N4O7SV in a non-equilibrium geometry, with ωB97M-V with the def2-TZVPD basis set.

The value obtained for the LUMO energy (alpha / beta) is -0.89 / -0.88 eV. The highest occupied orbital energy (alpha / beta) comes out at -8.34 / -8.37 eV. The calculation puts the energy at -8200.6831 Eh. For the frontier orbital gap (alpha / beta), the calculation gives 7.446 / 7.493 eV. Its expectation value of S² is 0.7621. Its energy above the lowest of the compared OMol25 structures with the same formula, charge and spin is 149.30 kJ/mol.

Structure (ORCA input):
```
! wB97M-V def2-TZVPD RIJCOSX def2/J DEFGRID3
* xyz 0 2
V 0.1731 0.7786 0.2716
O -2.9368 -2.6212 -0.0099
C -3.7438 -1.7929 -0.7019
C -4.8427 -2.3358 -1.3639
C -5.7199 -1.5176 -2.0467
C -5.5236 -0.1397 -2.0866
C -4.4348 0.4077 -1.4429
C -3.5298 -0.4074 -0.7555
C -2.3700 0.2124 -0.1081
O -1.3137 -0.4720 0.2500
N -2.4602 1.4908 0.1892
N -1.3301 1.8829 0.7864
C -1.2698 2.9278 1.5447
C -0.1731 3.0992 2.4552
C -0.0662 4.2346 3.2681
C 0.9059 4.3229 4.2361
C 1.7868 3.2593 4.4335
C 1.6993 2.1170 3.6669
C 0.7407 2.0270 2.6544
O 0.6442 0.9926 1.8464
H -2.1949 -2.1079 0.3531
H -4.9921 -3.4059 -1.3151
H -6.5619 -1.9602 -2.5623
H -6.2227 0.4912 -2.6177
H -4.2386 1.4695 -1.4728
H -2.1112 3.6151 1.5608
H -0.7798 5.0370 3.1319
H 0.9827 5.2093 4.8498
H 2.5357 3.3217 5.2106
H 2.3723 1.2886 3.8383
C 4.6523 0.7313 -2.6358
C 4.0827 0.1810 -1.3641
C 4.8853 -0.1778 -0.2930
C 4.3095 -0.6634 0.8686
C 2.9300 -0.7173 0.9334
Br 2.1475 -1.4412 2.4956
N 2.1278 -0.3466 -0.0660
C 2.7106 0.0505 -1.2022
H 5.7217 0.5400 -2.7001
H 4.4843 1.8092 -2.6690
H 4.1563 0.3041 -3.5059
H 5.9613 -0.0838 -0.3665
H 4.9154 -0.9798 1.7040
H 2.0563 0.2987 -2.0235
O 1.4907 2.4250 -2.6366
S 0.6335 2.4069 -1.4909
O -0.3807 3.4137 -1.3983
O -0.0964 1.0190 -1.4128
O 1.4119 2.2945 -0.2027
Br -0.2896 -6.3688 0.8782
C -0.2463 -4.7935 -0.1677
C -0.9450 -4.7155 -1.3576
C -0.8633 -3.5351 -2.0776
C -0.0875 -2.4998 -1.5808
N 0.5872 -2.5841 -0.4358
C 0.5057 -3.7094 0.2619
H -1.5389 -5.5518 -1.6989
H -1.3995 -3.4219 -3.0097
H -0.0020 -1.5535 -2.1038
H 1.0543 -3.7551 1.1937
*
```

Atomic partial charges in e from the natural (NBO) method, atoms 1 to 5: atom 1 (V): 1.40, atom 2 (O): -0.67, atom 3 (C): 0.35, atom 4 (C): -0.29, atom 5 (C): -0.15

***

Computed, not measured: an isolated molecule of C6H10O4, with ωB97M-V with the def2-TZVPD basis set.

The value obtained for the LUMO energy is 0.65 eV. Its SMILES is C=CC(O)(O)[C@@H](C)C(=O)O. The highest occupied orbital energy comes out at -10.11 eV. The calculation puts the energy at -535.5890 Eh. For the frontier orbital gap, the calculation gives 10.767 eV. Its energy above the lowest of the compared OMol25 structures with the same formula, charge and spin is 18.69 kJ/mol.

Structure (ORCA input):
```
! wB97M-V def2-TZVPD RIJCOSX def2/J DEFGRID3
* xyz 0 1
C 0.9782 -0.1665 0.3500
C 0.0959 1.0677 -0.0915
C 0.1584 1.3244 -1.5892
C -1.2820 0.7800 0.4371
C 0.3230 -1.4377 -0.1575
C -0.3130 -2.3057 0.6093
O 2.2483 -0.0558 -0.2206
O 1.1437 -0.1443 1.7348
O -2.2164 0.6288 -0.4954
O -1.5234 0.6407 1.6141
H 2.8612 0.1086 0.5013
H 0.2831 0.0219 2.1527
H -3.0695 0.4208 -0.0802
H 0.5014 1.9249 0.4561
H 0.4491 -1.5903 -1.2184
H 1.1952 1.2742 -1.9165
H -0.2504 2.2971 -1.8252
H -0.4176 0.5744 -2.1295
H -0.7566 -3.1952 0.1958
H -0.4086 -2.1681 1.6729
*
```

Atomic partial charges in e from the natural (NBO) method, atoms 1 to 5: atom 1 (C): 0.51, atom 2 (C): -0.37, atom 3 (C): -0.62, atom 4 (C): 0.82, atom 5 (C): -0.24

***

Computed, not measured: an isolated molecule of C11H10O in a non-equilibrium geometry, with ωB97M-V with the def2-TZVPD basis set.

The value obtained for the LUMO energy is 0.33 eV. Its SMILES is Cc1ccc2cc(O)ccc2c1. The highest occupied orbital energy comes out at -7.98 eV. The calculation puts the energy at -500.3069 Eh. For the frontier orbital gap, the calculation gives 8.310 eV. Its energy above the lowest of the compared OMol25 structures with the same formula, charge and spin is 244.48 kJ/mol.

Structure (ORCA input):
```
! wB97M-V def2-TZVPD RIJCOSX def2/J DEFGRID3
* xyz 0 1
C -3.5795 0.3694 0.1958
C -2.1731 0.0533 -0.1631
C -1.9042 -1.2980 -0.2519
C -0.5833 -1.7023 -0.1115
C 0.5284 -0.7619 -0.1318
C 1.9146 -1.2858 0.2201
C 2.8864 -0.2644 0.1134
C 2.5401 1.1470 0.1079
C 1.3137 1.6921 -0.1935
C 0.2830 0.6302 -0.1808
C -1.1253 0.9916 -0.0402
H -3.8818 0.1487 1.1788
H -4.2163 -0.1072 -0.6091
H -3.6603 1.4742 0.1644
H -2.6296 -2.2366 0.0282
H -0.1444 -2.7388 0.0422
H 2.2624 -2.2712 0.1102
H 4.5571 0.2657 -0.4720
H 3.6113 1.7604 0.3712
H 0.9577 2.6996 -0.3343
H -1.2104 2.0574 0.0358
O 4.2533 -0.6234 -0.0799
*
```

Atomic partial charges in e from the natural (NBO) method, atoms 1 to 5: atom 1 (C): -0.62, atom 2 (C): -0.04, atom 3 (C): -0.21, atom 4 (C): -0.18, atom 5 (C): -0.04

***

Computed, not measured: a structure of composition C13H17CrIN2 in a non-equilibrium geometry, with ωB97M-V with the def2-TZVPD basis set.

The value obtained for the LUMO energy (alpha / beta) is -0.67 / -0.76 eV. The highest occupied orbital energy (alpha / beta) comes out at -6.92 / -7.59 eV. The calculation puts the energy at -1957.0448 Eh. For the frontier orbital gap (alpha / beta), the calculation gives 6.251 / 6.827 eV. Its expectation value of S² is 6.0736. Its energy above the lowest of the compared OMol25 structures with the same formula, charge and spin is 492.91 kJ/mol.

Structure (ORCA input):
```
! wB97M-V def2-TZVPD RIJCOSX def2/J DEFGRID3
* xyz 0 5
C 0.3295 2.7242 0.6945
C -1.8215 2.2987 -1.5982
H -0.4969 2.7081 1.4924
H -0.0111 3.6156 0.1429
H 1.3570 2.6358 1.0114
H -2.8795 2.3347 -1.3161
H -1.2343 3.1737 -1.1084
H -1.7506 2.2483 -2.6813
Cr -0.3885 1.3902 -0.5352
C -1.8561 0.2016 -1.6760
H -2.4862 -0.0917 -0.8283
H -1.3878 -0.6997 -2.0861
H -2.5092 0.5601 -2.5129
I 1.6235 1.9983 -2.0287
C 1.1347 -2.6430 -2.3192
C 1.1680 -3.4986 -1.2193
C 0.8567 -2.9745 0.0141
C 0.5084 -1.6210 0.1152
N 0.4869 -0.7967 -0.9610
C 0.7709 -1.3104 -2.1534
C 0.2545 -0.9821 1.3966
C 0.3252 -1.7424 2.5865
C 0.4712 -1.0644 3.7952
C 0.4876 0.3214 3.7757
C 0.3514 0.9810 2.5708
N 0.1403 0.3720 1.3957
H 1.3655 -2.9874 -3.3298
H 1.4287 -4.5488 -1.2932
H 0.8736 -3.5523 0.9408
H 0.6775 -0.6350 -3.0314
H 0.2600 -2.8105 2.4930
H 0.5583 -1.6323 4.7051
H 0.5845 0.9619 4.6499
H 0.4684 2.0793 2.6655
*
```

Atomic partial charges in e from the natural (NBO) method, atoms 1 to 5: atom 1 (C): -0.94, atom 2 (C): -0.74, atom 3 (H): 0.16, atom 4 (H): 0.19, atom 5 (H): 0.22